Computed, not measured: a 10-piece molecular cluster, C26H56BIN10O9 overall at a distorted geometry, with ωB97M-V/def2-TZVPD.

XYZ file:
```
103
Properties=species:S:1:pos:R:3:forces:R:3
C 0.4754 3.3011 2.5502 -0.2812 -0.7231 -0.0355
C 0.3717 2.0224 1.6935 0.0881 0.5273 -0.3874
C 1.7065 1.5695 1.0931 -0.4631 -0.4191 0.4287
I 2.4209 2.9549 -0.3775 0.0264 -0.1498 0.0095
B 1.5721 0.1227 0.4824 0.4136 0.2892 -0.3585
C 2.3373 -1.0279 1.1959 -0.1972 -0.1043 0.1152
C 3.2794 -1.8453 0.5821 -0.4008 0.4915 -0.1757
C 3.9277 -2.8129 1.3087 0.9289 -0.6436 0.0531
N 3.7424 -3.0840 2.6073 -0.7008 0.7444 -0.6504
C 2.8211 -2.2932 3.1694 0.2107 -0.6738 1.1665
C 2.1205 -1.2917 2.5492 -0.1072 0.4867 -0.4997
H 1.5040 3.6417 2.5538 0.0938 0.3130 0.1710
H -0.1870 4.0768 2.1868 0.0666 0.2484 -0.1815
H 0.1419 3.0705 3.5562 0.1862 0.1066 0.3080
H -0.3258 2.2012 0.8792 -0.1824 -0.2248 -0.0811
H -0.0169 1.1945 2.2866 -0.1159 -0.0718 0.0883
H 2.4449 1.5582 1.8879 0.3202 0.2457 0.0084
H 0.9130 -0.0621 -0.4858 -0.0715 -0.0110 0.0025
H 3.5154 -1.7203 -0.4611 0.0588 -0.0644 -0.2020
H 4.6612 -3.4139 0.7984 0.0852 -0.2325 0.0122
H 2.6346 -2.4544 4.2233 0.0181 -0.0582 0.1094
H 1.4055 -0.7206 3.1204 -0.0877 0.0528 0.2102
O 4.1254 -5.6825 0.4471 0.0938 -0.1714 -0.2708
C 4.0433 -6.6051 1.2357 -0.0653 0.0398 0.1420
N 3.5806 -6.3982 2.4974 -0.2535 0.0634 0.1142
C 4.4394 -8.0197 0.8926 -0.0046 -0.0483 0.1816
H 3.4973 -7.1294 3.1785 0.0912 -0.1107 -0.0854
H 3.3313 -5.4528 2.7508 0.2475 0.1131 0.0404
H 5.4897 -8.0307 0.6050 -0.0199 0.0365 -0.0888
H 3.8358 -8.3588 0.0536 0.0312 0.0165 -0.0421
H 4.2913 -8.7045 1.7258 -0.0436 -0.0188 -0.0322
O -0.4632 -1.3766 -2.0945 -0.0645 0.0181 0.1160
C -0.8793 -0.9836 -3.1716 -0.0219 -0.0183 -0.0155
N -2.0966 -1.3664 -3.6392 -0.1110 -0.0865 0.0874
C -0.1023 -0.0559 -4.0670 -0.1813 -0.0657 -0.1887
H -2.4618 -1.0548 -4.5195 0.0917 0.0878 -0.0268
H -2.6458 -1.9886 -3.0703 0.0012 -0.0131 -0.0055
H 0.8456 -0.5272 -4.3232 0.0480 0.0338 0.1006
H 0.0952 0.8703 -3.5289 0.0820 -0.0279 0.0316
H -0.6463 0.1742 -4.9821 0.1374 0.0669 0.0830
O 1.3798 -9.2944 2.3726 0.0472 -0.0773 0.0305
C 0.7082 -8.9083 3.3102 0.0070 0.0766 0.0008
N 0.6521 -7.5920 3.6480 0.1110 0.0716 -0.0356
C -0.1035 -9.8487 4.1692 -0.0607 0.1590 0.1067
H 0.1142 -7.2421 4.4177 -0.0655 -0.0713 0.0036
H 1.1819 -6.9444 3.0863 -0.0452 0.0133 -0.0493
H 0.5646 -10.5809 4.6185 -0.0055 -0.0575 -0.0696
H -0.8243 -10.3662 3.5394 0.0529 -0.0631 -0.0221
H -0.6396 -9.3286 4.9623 -0.0126 -0.0258 0.0038
O -1.5189 1.2670 -6.6655 -0.0904 -0.0227 -0.0721
C -1.9429 1.6391 -7.7466 0.0184 0.0191 -0.0380
N -3.1525 1.2288 -8.2120 -0.0305 -0.0750 0.0885
C -1.1688 2.5725 -8.6414 -0.2716 -0.0743 -0.0498
H -3.5255 1.5188 -9.0954 0.0581 0.0518 -0.0258
H -3.6923 0.6070 -7.6358 -0.0264 0.0020 -0.0083
H -0.2145 2.1144 -8.8882 0.0546 0.0504 0.0705
H -0.9849 3.5046 -8.1136 0.1215 -0.0121 -0.0041
H -1.6987 2.7953 -9.5660 0.0507 0.0412 -0.0203
O -4.6632 -2.9468 1.2787 -0.0531 0.0354 -0.0268
C -4.0049 -2.0803 0.7306 0.0805 0.0175 -0.0128
N -2.7094 -2.2843 0.3747 0.0502 -0.0300 0.0027
C -4.5556 -0.7102 0.4136 0.2331 -0.2178 -0.0916
H -2.1454 -1.5917 -0.0872 0.0223 -0.0518 -0.0877
H -2.2992 -3.1779 0.5843 0.0287 -0.0095 -0.0349
H -4.8727 -0.2343 1.3343 -0.1011 0.0446 0.0014
H -5.4164 -0.8171 -0.2451 -0.0671 -0.0092 0.0800
H -3.8193 -0.0705 -0.0704 -0.0368 0.0597 0.0193
O -5.2852 2.1225 1.0515 0.0041 0.1072 0.0464
C -5.9384 2.9936 0.5111 -0.0060 0.1069 0.0024
N -6.9507 2.6911 -0.3476 -0.0082 -0.1156 -0.0236
C -5.6835 4.4632 0.7455 -0.1816 -0.0078 -0.1487
H -7.5064 3.3863 -0.8071 0.0323 0.0669 0.0324
H -7.1441 1.7196 -0.5198 -0.0170 -0.0059 0.0039
H -4.6615 4.6952 0.4531 0.0372 -0.0034 0.1201
H -5.8032 4.6777 1.8055 0.1365 0.0079 0.0195
H -6.3641 5.0983 0.1790 0.0097 0.0178 0.0060
O 0.8825 4.8212 -9.5428 0.0068 0.0415 -0.0169
C 2.0823 4.8833 -9.3549 0.0044 -0.0277 0.0083
N 2.8594 3.7672 -9.3338 -0.0596 -0.0472 -0.0328
C 2.8009 6.1921 -9.1308 0.1771 -0.1051 0.0201
H 3.8490 3.7900 -9.1795 0.0102 0.0652 0.0176
H 2.4103 2.8799 -9.4793 0.0156 -0.0217 0.0041
H 2.3805 6.6781 -8.2526 -0.0630 0.0396 -0.0434
H 2.6463 6.8311 -9.9979 -0.0753 0.0337 0.0296
H 3.8713 6.0580 -8.9793 0.0004 0.0316 0.0037
O 2.4629 -0.3930 5.8568 -0.0917 -0.0442 0.1235
C 3.1003 0.6357 5.9672 0.0507 0.0023 -0.1066
N 3.4298 1.3826 4.8797 -0.0712 0.0227 -0.0586
C 3.5764 1.1591 7.3014 0.0760 0.1628 -0.1008
H 3.9565 2.2333 4.9340 0.0244 -0.0045 0.0621
H 3.1347 1.0470 3.9780 0.0494 -0.0444 -0.0227
H 4.2185 0.4119 7.7633 -0.0649 -0.0436 0.0354
H 2.7127 1.3288 7.9415 -0.0001 -0.0840 0.0336
H 4.1332 2.0910 7.2073 0.0025 -0.0044 0.0282
O -3.3292 6.0940 3.4011 0.0019 0.1019 -0.0711
C -2.5986 5.9821 4.3649 -0.0230 -0.1397 0.0574
N -2.6467 4.8818 5.1659 -0.0653 -0.0351 -0.0474
C -1.5890 7.0375 4.7506 0.0588 -0.1260 0.1562
H -2.0602 4.7549 5.9680 0.0459 0.0751 -0.0042
H -3.3099 4.1635 4.9297 0.0027 -0.0279 -0.0082
H -2.1121 7.9725 4.9406 0.0034 0.0284 -0.0888
H -0.8946 7.1791 3.9247 -0.0519 0.0622 -0.0420
H -1.0237 6.7647 5.6413 0.0120 0.0248 -0.0057
```
Forces are in eV/Å.

**HOMO level**: -0.3320 Eh
**LUMO**: 0.0054 Ha
**Maximum force**: 1.36 eV/A
**2S+1**: 1
**Gap between HOMO and LUMO**: 0.337 hartree
**Molecular weight**: 790.511 g/mol

Mulliken atomic charge list, values in e, 4 entries:
1 C -1.304
2 C -0.094
3 C -0.541
4 I 0.028